# 1
Computed, not measured: a 2-piece molecular cluster, C8H24N5P overall at a distorted geometry, with the ωB97M-V functional and the def2-TZVPD basis.

- net charge = 0
- E (Ha) = -934.156846
- spin multiplicity = 1
- Kohn-Sham gap (eV) = 7.92
- LUMO energy (eV) = 0.8

Element x y z (Å)
C (-4.86, -0.24, 1.11)
C (-2.75, -0.87, 2.18)
C (-0.21, -2.08, -0.78)
C (2.20, -1.59, -1.23)
C (2.52, -0.07, 1.94)
C (3.27, 1.49, 0.33)
C (-0.56, 2.41, -1.19)
C (1.03, 1.12, -2.62)
N (-2.94, -0.80, -0.20)
N (-3.39, -0.59, 0.88)
N (0.88, -1.16, -0.73)
N (2.26, 0.43, 0.58)
N (0.54, 1.45, -1.30)
P (0.61, 0.33, 0.03)
H (-5.25, 0.40, 0.28)
H (-5.34, -1.20, 1.08)
H (-5.03, 0.35, 2.02)
H (-2.36, 0.13, 2.61)
H (-3.45, -1.25, 2.87)
H (-1.95, -1.61, 2.10)
H (-0.04, -3.03, -0.10)
H (-1.19, -1.56, -0.46)
H (-0.46, -2.61, -1.67)
H (2.49, -1.17, -2.23)
H (2.98, -1.32, -0.54)
H (2.09, -2.63, -1.19)
H (2.65, 0.82, 2.68)
H (1.67, -0.69, 2.23)
H (3.44, -0.68, 2.07)
H (3.07, 2.25, 1.10)
H (4.25, 1.06, 0.50)
H (3.13, 1.75, -0.77)
H (-0.45, 2.97, -0.17)
H (-0.52, 3.24, -1.88)
H (-1.61, 1.92, -1.11)
H (0.51, 0.19, -2.87)
H (0.77, 2.03, -3.15)
H (2.05, 0.82, -2.43)

=====

# 2
Computed, not measured: a 8-piece molecular cluster, C8H24N8O16 overall at a distorted geometry, with the ωB97M-V functional and the def2-TZVPD basis.

- net charge = 0
- E (Ha) = -1960.321650
- spin multiplicity = 1
- Kohn-Sham gap (eV) = 9.69
- LUMO energy (eV) = -1.1
- energy relative to the best compared isomer or geometry (same formula, charge and spin) (kcal/mol) = 13.6

Element x y z (Å)
C (0.81, 0.10, -0.84)
N (-0.35, -0.78, -1.15)
O (-0.75, -1.50, -0.26)
O (-0.82, -0.76, -2.27)
H (1.59, -0.56, -0.46)
H (0.44, 0.83, -0.12)
H (1.10, 0.65, -1.73)
C (-2.14, -1.30, 2.45)
N (-2.78, -1.52, 3.78)
O (-2.07, -1.85, 4.70)
O (-3.98, -1.39, 3.81)
H (-2.28, -0.23, 2.25)
H (-2.58, -1.85, 1.63)
H (-1.08, -1.52, 2.42)
C (0.14, 4.44, -2.27)
N (-1.07, 3.58, -2.40)
O (-1.92, 3.93, -3.18)
O (-1.14, 2.59, -1.69)
H (0.04, 4.84, -1.26)
H (0.11, 5.15, -3.08)
H (1.07, 3.87, -2.24)
C (2.18, -3.04, 1.28)
N (1.20, -3.84, 2.07)
O (0.10, -4.05, 1.61)
O (1.57, -4.21, 3.16)
H (2.19, -2.09, 1.82)
H (1.77, -2.78, 0.31)
H (3.17, -3.47, 1.25)
C (2.17, 5.01, 2.24)
N (1.71, 4.30, 1.01)
O (1.01, 3.33, 1.09)
O (2.16, 4.75, -0.03)
H (1.46, 4.86, 3.05)
H (2.24, 6.06, 1.99)
H (3.12, 4.54, 2.48)
C (-3.38, 0.79, -3.93)
N (-2.53, 0.82, -5.15)
O (-1.69, 1.70, -5.21)
O (-2.76, 0.00, -6.01)
H (-3.22, 1.73, -3.40)
H (-2.99, 0.01, -3.28)
H (-4.38, 0.52, -4.24)
C (3.29, 1.02, 2.23)
N (3.96, -0.18, 2.77)
O (4.09, -0.28, 3.97)
O (4.41, -0.94, 1.94)
H (2.93, 1.66, 3.03)
H (2.40, 0.70, 1.70)
H (3.97, 1.58, 1.60)
C (-2.15, -4.50, -1.03)
N (-1.31, -5.71, -1.13)
O (-0.16, -5.61, -1.47)
O (-1.84, -6.75, -0.76)
H (-2.19, -4.15, -0.01)
H (-3.16, -4.72, -1.35)
H (-1.69, -3.76, -1.68)

=====

# 3
Computed, not measured: a 4-piece molecular cluster, C8H24O4 overall at a distorted geometry, with the ωB97M-V functional and the def2-TZVPD basis.

- net charge = 0
- E (Ha) = -620.049583
- spin multiplicity = 1
- Kohn-Sham gap (eV) = 10.35
- LUMO energy (eV) = 0.4
- energy relative to the best compared isomer or geometry (same formula, charge and spin) (kcal/mol) = 53.1

Element x y z (Å)
C (4.13, -2.45, 3.08)
C (5.08, -1.33, 2.73)
O (4.67, -1.03, 1.40)
H (4.36, -2.94, 4.03)
H (4.32, -3.26, 2.38)
H (3.07, -2.23, 3.02)
H (6.15, -1.56, 2.77)
H (5.02, -0.46, 3.39)
H (3.83, -0.55, 1.38)
C (-0.03, 3.69, -2.70)
C (-0.78, 3.04, -1.43)
O (0.06, 2.28, -0.69)
H (0.54, 2.84, -3.08)
H (0.71, 4.48, -2.58)
H (-0.73, 4.10, -3.43)
H (-1.54, 2.34, -1.77)
H (-1.29, 3.79, -0.83)
H (-0.42, 2.05, 0.11)
C (-4.47, 0.54, 4.60)
C (-3.45, 1.47, 5.16)
O (-2.12, 0.94, 4.89)
H (-4.85, -0.21, 5.30)
H (-4.02, -0.01, 3.78)
H (-5.38, 1.10, 4.37)
H (-3.73, 1.72, 6.18)
H (-3.59, 2.37, 4.56)
H (-1.38, 1.22, 5.43)
C (-0.97, -1.83, -6.24)
C (-0.18, -3.06, -5.86)
O (-0.23, -3.23, -4.49)
H (-0.27, -1.00, -6.39)
H (-1.55, -1.52, -5.37)
H (-1.48, -2.05, -7.17)
H (0.86, -2.85, -6.08)
H (-0.43, -3.99, -6.37)
H (0.11, -2.43, -4.09)